No. 1
A 6-piece molecular cluster, H12O6 overall, computed with the ωB97M-V functional and the def2-TZVPD basis.

XYZ file:
```
18
Properties=species:S:1:pos:R:3:forces:R:3
O 0.896 -4.659 -1.171 2.0132 -3.2642 -4.5047
H 0.968 -4.496 -0.310 0.0112 1.4498 5.3122
H 0.285 -4.155 -1.621 -2.0579 1.8188 -0.8199
O 0.846 3.233 5.463 -1.4833 3.5231 0.5057
H 0.585 3.028 6.344 -0.2085 -0.1801 1.1565
H 1.190 2.476 5.121 1.6848 -3.4390 -1.5721
O -2.413 -1.322 -1.592 -0.3098 -0.1161 -0.3679
H -2.782 -1.065 -2.452 0.2462 -0.0576 0.4250
H -1.587 -0.846 -1.499 0.0823 0.1694 -0.0442
O -0.344 2.779 -2.229 0.0904 -0.0665 0.1738
H -0.307 1.980 -2.759 0.0230 -0.0383 -0.1051
H -0.957 3.356 -2.687 -0.1068 0.1055 -0.0815
O 3.263 -2.977 -4.427 1.8648 0.5973 0.3228
H 2.698 -2.312 -4.770 -0.8358 0.8701 -0.4963
H 2.754 -3.752 -4.343 -1.0214 -1.4702 0.1878
O -1.985 2.942 4.492 -0.4898 0.3361 3.7998
H -1.088 2.956 4.850 0.0576 0.1337 -0.7460
H -2.022 2.835 3.592 0.4397 -0.3719 -3.1458
```
Forces are in eV/Å.

The calculation puts the HOMO-LUMO gap at 0.408 Eh. The value obtained for the relative energy (zero: lowest compared OMol25 entry of this formula, charge and spin) is 55.15 kcal/mol. The multiplicity is 1. The net charge is 0. The LUMO energy comes out at 0.01 eV.

No. 2
C2H3F3Si as an isolated structure, computed with the ωB97M-V functional and the def2-TZVPD basis.

XYZ file:
```
9
Properties=species:S:1:pos:R:3:forces:R:3
C 1.665 -0.211 0.581 0.6481 -0.4403 -0.6837
C 0.853 -0.329 -0.426 -3.2499 0.8264 -2.0482
F -1.694 1.744 0.257 0.2663 0.3200 0.0488
F -2.504 0.105 -1.507 1.0448 0.0615 0.4729
F -2.289 -0.617 0.852 0.0356 -0.6023 0.7008
Si -1.553 0.252 -0.214 2.4585 -0.6722 -1.5189
H 2.664 -0.468 0.323 1.0316 -0.0589 0.0897
H 1.511 0.061 1.566 -0.7373 0.4584 1.7374
H 1.347 -0.536 -1.433 -1.4978 0.1074 1.2012
```
Forces are in eV/Å.

The calculation puts the HOMO-LUMO gap at 0.404 Eh. The value obtained for the relative energy (zero: lowest compared OMol25 entry of this formula, charge and spin) is 41.69 kcal/mol. The multiplicity is 1. The net charge is 0. The LUMO energy comes out at 0.30 eV.

No. 3
C27H59Cl22GaO5PS as an isolated structure, computed with the ωB97M-V functional and the def2-TZVPD basis.

XYZ file:
```
116
Properties=species:S:1:pos:R:3:forces:R:3
C -5.982 -2.905 7.985 -0.4779 -0.0992 0.4359
O -5.986 -1.721 7.190 0.5988 -1.0204 -0.0273
C -4.788 -1.627 6.413 0.1428 0.8229 -0.6044
C -5.077 -1.642 4.861 0.3104 0.3567 1.1035
C -4.231 -0.525 4.176 -1.0255 -0.0177 -0.2899
C -4.369 -0.496 2.623 0.9353 -0.3953 0.1409
C -3.725 -1.732 1.902 -0.6883 0.3285 -1.0442
C -2.921 -1.348 0.586 0.2683 -0.7015 1.2093
C -1.574 -2.130 0.642 0.3758 0.5788 -1.0319
C -0.621 -1.906 -0.618 -0.0316 -1.2773 1.1099
C 0.845 -1.843 -0.079 0.0432 -0.5890 -1.4230
C 1.910 -1.471 -1.182 0.4151 -0.0231 1.8041
C 3.232 -2.252 -0.825 -0.7101 0.3013 -1.2040
C 4.380 -2.003 -1.858 -0.0025 0.1749 1.2706
Ga 5.055 -0.068 -1.775 -0.8172 -0.7203 -1.2652
C 4.589 0.893 -3.562 0.4165 0.5546 0.5471
C 4.775 2.439 -3.262 0.0762 -1.6790 0.0094
C 3.657 2.842 -2.248 0.0563 0.2611 -1.1105
S 4.255 3.924 -0.904 0.9567 3.8590 0.6673
O 5.653 4.389 -1.126 -2.5684 -1.5988 0.2125
O 3.302 5.069 -0.794 1.2935 -2.5446 -0.0082
O 4.247 3.169 0.556 -0.4206 0.5147 -1.6218
P 7.380 0.148 -1.509 0.0687 -1.2407 1.7523
O 7.998 -0.903 -0.564 -0.2716 0.8982 -1.1371
H -5.605 -3.786 7.423 -0.1740 0.4524 0.2286
H -5.391 -2.788 8.924 -0.3649 -0.0120 -0.9751
H -7.031 -3.112 8.276 0.5065 0.1181 -0.1466
H -4.321 -0.649 6.678 -0.1757 -0.6172 -0.1879
H -4.069 -2.431 6.675 -0.3796 0.4104 -0.0342
H -6.162 -1.428 4.758 0.6093 -0.1896 -0.1593
H -4.856 -2.662 4.492 -0.1731 0.6014 -0.1607
H -3.176 -0.591 4.518 -0.4771 -0.0251 -0.4674
H -4.629 0.453 4.540 0.3391 -0.6197 -0.0101
H -5.429 -0.438 2.300 0.5041 0.1641 0.4541
H -3.853 0.423 2.260 -0.3995 -0.4942 0.1977
H -4.563 -2.386 1.567 0.5838 0.1282 0.4149
H -3.068 -2.343 2.556 -0.3791 0.5421 -0.1575
H -2.715 -0.255 0.614 -0.0559 -0.6353 -0.2609
H -3.516 -1.582 -0.322 0.4514 0.1552 0.4914
H -1.005 -1.755 1.526 -0.5168 -0.2992 -0.4146
H -1.725 -3.232 0.798 -0.0520 1.1000 -0.1459
H -0.694 -2.845 -1.245 0.0839 1.1260 0.3429
H -0.910 -1.056 -1.268 0.1625 -0.2021 0.5676
H 0.946 -1.197 0.816 -0.1159 -0.1679 -0.5736
H 1.103 -2.883 0.241 -0.3060 0.6768 0.0701
H 1.552 -1.681 -2.206 0.1827 0.0471 0.5180
H 2.110 -0.382 -1.044 -0.0889 -0.5984 -0.6289
H 3.485 -1.944 0.214 0.1307 -0.3817 -0.6058
H 2.953 -3.336 -0.849 0.2214 0.5982 0.3462
H 5.230 -2.659 -1.560 -0.5029 0.2153 -0.6163
H 3.986 -2.227 -2.872 0.4571 -0.0620 0.4693
H 4.331 0.715 -0.570 0.0643 0.1008 0.3931
H 3.562 0.662 -3.926 0.6509 0.1772 0.0910
H 5.348 0.559 -4.308 -0.6252 0.2402 0.2790
H 5.787 2.537 -2.818 -0.6074 0.3304 -0.2194
H 4.743 3.024 -4.203 -0.1384 0.1338 0.7205
H 2.920 3.451 -2.816 0.6172 0.0446 0.9064
H 3.100 1.957 -1.885 0.5903 0.5723 0.2170
H 4.155 2.202 0.444 0.2212 -0.2988 -0.3198
H 7.583 1.434 -0.909 -0.1385 -0.1637 -0.8625
H 8.039 0.227 -2.784 0.0277 0.3211 0.3106
C -6.761 -1.237 -1.691 -0.0716 0.1773 -0.0551
Cl -5.992 -2.825 -1.554 -0.0082 -0.0693 -0.0824
Cl -6.085 -0.086 -0.536 -0.1085 0.0256 -0.0686
H -6.603 -0.857 -2.696 0.0969 -0.0113 0.0751
H -7.824 -1.344 -1.499 0.0905 -0.0531 0.0756
C -5.763 -4.351 11.717 -0.0589 0.0231 0.1055
Cl -4.607 -3.126 11.181 0.1394 -0.0068 0.4530
Cl -6.028 -5.578 10.472 -0.0555 -0.0439 0.0380
H -5.374 -4.834 12.608 0.0669 -0.0077 -0.1190
H -6.709 -3.867 11.939 0.0519 0.0057 -0.1272
C -3.905 -1.346 -4.540 0.1372 -0.1484 0.1355
Cl -4.461 -0.320 -5.873 -0.0756 -0.1147 -0.1647
Cl -3.226 -0.385 -3.223 -0.0684 -0.0079 0.0440
H -4.748 -1.917 -4.162 0.0091 0.1155 0.0174
H -3.136 -2.020 -4.913 -0.1809 0.3707 0.0988
C 9.680 3.345 0.874 -0.1478 -0.1841 -0.0511
Cl 10.920 4.556 0.501 0.0461 0.1575 0.0617
Cl 9.832 1.920 -0.157 0.4901 0.1735 0.3737
H 9.784 3.040 1.912 0.1127 0.1664 -0.6555
H 8.698 3.787 0.716 0.0921 0.0112 -0.1040
C -4.297 3.292 -5.333 0.1020 -0.0452 0.1320
Cl -5.298 3.955 -4.037 -0.3169 -0.0194 -0.2265
Cl -4.921 3.737 -6.927 0.0481 -0.0656 -0.0913
H -3.288 3.681 -5.229 -0.1105 0.1092 -0.0085
H -4.286 2.209 -5.251 -0.1057 0.1258 -0.0053
C 7.774 2.808 4.744 -0.2152 0.0273 0.0588
Cl 9.378 2.584 4.033 0.0328 -0.1634 0.7108
Cl 6.553 3.084 3.498 -0.0039 0.0101 0.0590
H 7.512 1.916 5.304 0.0523 -0.0199 -0.1411
H 7.802 3.668 5.405 0.0566 0.0068 -0.1236
C -2.685 -3.811 -7.377 -0.1101 0.0102 -0.1287
Cl -2.092 -3.925 -5.714 0.1491 -0.3586 -0.0599
Cl -1.590 -2.863 -8.388 -0.0748 -0.0214 -0.0249
H -2.766 -4.812 -7.789 0.1135 0.0396 0.0652
H -3.660 -3.331 -7.370 0.1032 0.0680 0.0453
C -1.047 -6.480 0.423 0.0107 -0.1239 0.0456
Cl -1.606 -5.430 -0.883 -0.0711 -0.1826 -0.1533
Cl -0.353 -5.534 1.743 0.0364 -0.1378 0.0835
H -1.892 -7.049 0.799 0.0026 0.1360 0.0214
H -0.289 -7.154 0.038 0.0233 0.1485 -0.0259
C -2.087 4.945 -1.654 0.2311 0.0021 0.0470
Cl -3.278 6.236 -1.857 0.0316 0.0606 0.0361
Cl -2.612 3.448 -2.434 0.2698 -0.1375 0.3015
H -1.148 5.260 -2.100 -0.0938 -0.0263 -0.0608
H -1.949 4.757 -0.594 -0.1108 -0.0302 -0.0663
C 4.794 7.729 -2.367 -0.0020 -0.2357 0.1947
Cl 4.142 7.352 -3.967 -0.0171 -0.0584 -0.0121
Cl 5.197 9.448 -2.222 0.0357 0.0713 0.0447
H 4.051 7.475 -1.618 0.0026 0.0065 -0.0984
H 5.692 7.141 -2.208 -0.0442 0.0406 -0.0741
C -0.041 1.396 -4.579 -0.1437 0.0008 -0.1068
Cl 0.726 -0.188 -4.430 -0.1437 0.0125 -0.1086
Cl 0.640 2.551 -3.426 -0.1714 -0.0265 -0.1494
H 0.117 1.771 -5.586 0.1183 -0.0099 0.0859
H -1.105 1.291 -4.384 0.0807 -0.0256 0.1159
```
Forces are in eV/Å.

The calculation puts the HOMO-LUMO gap at 0.235 Eh. The multiplicity is 1. The net charge is -1. The LUMO energy comes out at 1.39 eV.

No. 4
An isolated ion of composition C2H7N2OS and charge +1, computed with the ωB97M-V functional and the def2-TZVPD basis.

XYZ file:
```
13
Properties=species:S:1:pos:R:3:forces:R:3
C 1.364 -0.719 0.396 0.3524 -1.4297 1.1996
N 0.207 -0.639 -0.582 -1.5589 -3.2626 4.7729
C -0.924 0.275 -0.039 -0.0303 -1.7013 -1.2104
N -0.465 1.553 -0.084 1.1133 0.1348 -2.7097
O -1.566 -0.307 1.029 0.8189 0.8860 -0.3791
S -2.596 -0.208 -0.377 -0.0464 -0.5659 -0.1990
H 1.712 0.251 0.454 0.4929 2.2025 0.5237
H 1.030 -1.073 1.402 -0.0564 0.3251 -1.0454
H 2.310 -1.276 0.150 -1.5761 -0.1448 -0.7028
H -0.199 -1.588 -0.671 0.2065 0.5106 -0.4456
H 0.556 -0.316 -1.394 1.1840 1.3831 -3.9421
H -0.632 2.075 -0.986 0.0741 -0.7629 1.6323
H -0.797 1.971 0.702 -0.9739 2.4251 2.5058
```
Forces are in eV/Å.

The calculation puts the HOMO-LUMO gap at 0.345 Eh. The value obtained for the relative energy (zero: lowest compared OMol25 entry of this formula, charge and spin) is 53.61 kcal/mol. The multiplicity is 1. The net charge is +1. The LUMO energy comes out at -4.54 eV.

No. 5
A 4-piece molecular cluster, C12H32O4 overall, computed with the ωB97M-V functional and the def2-TZVPD basis.

XYZ file:
```
48
Properties=species:S:1:pos:R:3:forces:R:3
C 1.360 -1.268 -2.916 1.0041 0.0607 -1.0177
C 0.624 -2.529 -2.506 0.5464 0.5265 0.7836
C 1.576 -3.707 -2.312 -0.4207 -0.3630 -0.5235
O -0.013 -2.245 -1.248 -0.2068 -0.4446 -0.4368
H 1.833 -1.389 -3.900 -0.1781 -0.1177 0.0306
H 2.201 -1.045 -2.253 -0.1716 -0.1532 0.2893
H 0.770 -0.356 -2.989 -0.4302 -0.2779 0.1954
H -0.083 -2.838 -3.285 -0.2687 0.2790 0.1657
H 2.105 -3.707 -1.362 0.0931 0.2971 -0.0025
H 2.288 -3.741 -3.140 0.1368 0.1242 0.1308
H 1.025 -4.648 -2.387 -0.0522 0.0173 0.2440
H -0.359 -1.343 -1.306 0.0507 0.0079 0.1940
C -2.637 3.612 1.833 1.2999 -0.8386 0.5188
C -2.872 2.557 0.735 -1.4270 0.8640 0.4547
C -4.347 2.388 0.440 -1.0070 -0.5670 -0.7622
O -2.147 2.851 -0.457 0.1372 -0.0920 0.2424
H -3.423 3.741 2.575 -0.4635 0.0547 -0.4676
H -2.291 4.564 1.434 -0.2738 0.0870 -0.0818
H -1.819 3.211 2.445 0.1887 0.3958 -0.1112
H -2.572 1.585 1.121 0.5528 -0.0130 -0.3444
H -4.840 1.984 1.327 -0.0352 -0.1213 -0.1051
H -4.492 1.705 -0.407 0.2012 -0.3744 0.3919
H -4.974 3.225 0.108 0.6884 0.6239 0.3879
H -2.618 3.567 -0.896 0.1376 -0.0183 -0.0989
C 0.593 -3.236 3.673 0.0388 -0.2966 0.0436
C 0.755 -2.932 2.190 1.6727 0.4431 0.5565
C 1.238 -1.511 1.946 -2.3633 1.1958 0.0121
O 1.747 -3.834 1.686 -0.4799 -0.5488 0.2744
H -0.242 -2.681 4.100 -0.1334 -0.0635 -0.0900
H 1.465 -3.003 4.286 0.2063 0.0932 -0.3119
H 0.420 -4.309 3.774 -0.1987 0.0531 0.1120
H -0.235 -3.037 1.746 0.1523 -0.3656 -0.5320
H 1.516 -1.287 0.917 0.3811 -0.3618 -0.0162
H 1.874 -1.019 2.679 0.4948 -0.5897 0.0137
H 0.282 -0.957 2.031 0.3243 0.3470 0.0136
H 1.855 -3.689 0.743 -0.1639 0.1577 -0.1117
C 1.454 2.185 -2.134 2.0210 0.2442 -0.9011
C 1.236 1.515 -0.773 -0.9106 2.0748 -1.1094
C 1.378 2.564 0.335 0.5221 -0.2045 0.3365
O -0.073 0.968 -0.797 0.1204 -1.2174 0.6231
H 0.973 3.155 -2.268 -0.1466 -0.0112 0.4237
H 1.299 1.655 -3.079 -0.7973 -0.6240 0.5560
H 2.538 2.338 -2.274 -0.0852 0.5180 0.4214
H 2.028 0.799 -0.560 -0.5218 -0.7040 -0.3178
H 0.559 3.280 0.410 -0.3092 -0.3317 -0.0672
H 2.268 3.189 0.215 0.1343 -0.2541 -0.1941
H 1.520 2.002 1.261 -0.3239 0.3526 0.2263
H -0.743 1.670 -0.758 0.2639 0.1364 -0.0386
```
Forces are in eV/Å.

The calculation puts the HOMO-LUMO gap at 0.377 Eh. The value obtained for the relative energy (zero: lowest compared OMol25 entry of this formula, charge and spin) is 21.24 kcal/mol. The multiplicity is 1. The net charge is 0. The LUMO energy comes out at 0.54 eV.

No. 6
A 2-piece molecular cluster, C9H14O overall, computed with the ωB97M-V functional and the def2-TZVPD basis.

XYZ file:
```
24
Properties=species:S:1:pos:R:3:forces:R:3
C -2.578 -0.204 -2.081 -0.2698 -0.0830 -1.1170
C -1.435 -0.680 -1.271 -0.7069 -0.4776 1.4510
C -1.681 -1.428 -0.114 0.0298 -0.0143 -1.1062
C -0.645 -1.729 0.731 0.0409 0.6635 0.8240
C 0.637 -1.275 0.459 1.1814 0.2191 0.5165
O 1.731 -1.393 1.321 -1.0040 -0.4983 0.5260
C 0.949 -0.629 -0.733 -1.4954 -0.5859 0.0507
C -0.148 -0.268 -1.526 0.8824 -0.1739 -1.9678
H -2.351 -0.153 -3.162 -0.0489 0.2225 0.5057
H -2.882 0.752 -1.703 -0.0297 0.9205 -0.1344
H -3.485 -0.784 -1.985 -0.0507 -0.6309 0.1191
H -2.666 -1.838 0.094 0.0433 0.3041 0.0105
H -0.959 -2.113 1.684 0.5126 -0.5760 0.4013
H 1.435 -1.649 2.220 0.1501 0.1067 -0.8986
H 1.992 -0.606 -0.988 0.1547 0.7670 -0.2256
H -0.073 0.197 -2.540 0.6182 -0.1097 1.0683
C 1.920 2.674 1.660 -0.7139 -0.6454 2.4068
C 0.801 3.363 0.883 1.2373 0.4342 -1.2485
H 1.689 2.865 2.725 -0.0104 -0.1265 -0.1061
H 1.974 1.566 1.681 0.1458 0.6129 -0.8358
H 2.905 3.151 1.610 -0.1903 -0.2565 -0.7843
H -0.139 2.865 0.665 -0.1032 -0.4411 0.9059
H 1.167 3.507 -0.146 -0.0368 0.5318 0.2241
H 0.654 4.329 1.386 -0.3366 -0.1632 -0.5855
```
Forces are in eV/Å.

The calculation puts the HOMO-LUMO gap at 0.341 Eh. The value obtained for the relative energy (zero: lowest compared OMol25 entry of this formula, charge and spin) is 21.75 kcal/mol. The multiplicity is 1. The net charge is 0. The LUMO energy comes out at 0.86 eV.

No. 7
H2O2Sn as an isolated structure, computed with the ωB97M-V functional and the def2-TZVPD basis.

XYZ file:
```
5
Properties=species:S:1:pos:R:3:forces:R:3
Sn -1.009 1.299 0.221 0.4598 -0.7566 -0.1166
O -0.453 -0.975 3.916 0.2406 0.2572 -0.7219
H 0.371 -1.495 3.981 -0.3939 0.3103 -0.1833
O 0.117 0.427 -3.886 0.0947 0.2954 0.6608
H 0.974 0.744 -4.232 -0.4013 -0.1063 0.3609
```
Forces are in eV/Å.

The calculation puts the HOMO-LUMO gap at 0.138 Eh. The value obtained for the relative energy (zero: lowest compared OMol25 entry of this formula, charge and spin) is 139.95 kcal/mol. The multiplicity is 1. The net charge is 0. The LUMO energy comes out at -4.38 eV.

No. 8
One molecule with the formula C6H9N3O2, computed with the ωB97M-V functional and the def2-TZVPD basis.

XYZ file:
```
20
Properties=species:S:1:pos:R:3:forces:R:3
C -1.165 -1.932 1.350 5.0722 2.5090 0.0884
C -0.072 -0.319 0.233 2.8805 -0.0145 0.2826
C 0.740 -0.900 1.364 0.2930 -0.8011 0.7727
C -0.662 1.873 -0.314 2.0605 1.9295 -1.2026
C 0.093 0.403 -2.260 0.9450 0.2160 2.2196
C 0.276 0.722 -0.735 0.4507 0.5003 -0.3251
N 0.024 -1.876 1.963 -1.0498 -0.5328 0.1794
N -1.206 -1.008 0.363 -6.0383 -0.7148 -2.2957
N 2.031 -0.637 1.824 -3.4949 0.2771 -2.2844
O 2.320 -1.047 2.911 1.4354 -1.1338 3.0124
O 2.708 0.078 1.076 1.4272 1.2495 -1.2591
H -1.812 -2.695 1.503 -2.3367 -1.8194 0.4463
H -1.651 1.502 -0.218 -1.2841 0.0915 -0.7798
H -0.430 2.681 -1.153 -1.2599 -1.1331 2.1510
H -0.459 2.217 0.723 0.3969 0.1723 -0.8127
H -0.682 -0.242 -2.411 -2.8846 -1.5452 -0.1578
H 0.855 -0.209 -2.661 1.5867 -0.0482 -0.3440
H -0.109 1.265 -2.831 0.1568 1.1131 -0.6463
H 1.342 1.010 -0.549 -0.9921 -0.3103 -0.0240
H -2.138 -0.885 -0.178 2.6355 -0.0053 0.9792
```
Forces are in eV/Å.

The calculation puts the HOMO-LUMO gap (alpha / beta) at 0.209 / 0.235 Eh. The value obtained for the relative energy (zero: lowest compared OMol25 entry of this formula, charge and spin) is 77.83 kcal/mol. The multiplicity is 3. The net charge is 0. Its expectation value of S² is 2.012. The LUMO energy (alpha / beta) comes out at 0.07 / -2.93 eV.